41
Properties=species:S:1:pos:R:3:forces:R:3 method="wB97M-V/def2-TZVPD" e_lumo_ev=-0.424 homo_energy_ev=-8.30 spin_multiplicity=1 e_above_lowest_kcal_mol=98.1
O -1.324717 0.459517 1.299336 1.2508 -1.3389 -0.0527
O 1.140970 0.396238 -2.079998 -0.2235 0.1434 -1.2479
N 0.525191 1.882319 -0.495174 -0.8977 -0.7079 0.6584
C 2.038652 5.209523 -0.428024 0.0002 1.0963 2.5839
C 2.701919 5.280487 -1.644543 -0.0137 -0.1255 1.8383
C -0.141506 -0.434994 -0.408680 -2.4150 -5.8315 -3.2888
C -2.443596 -4.852091 -1.016573 0.3387 2.0300 0.1935
C -3.929634 -3.041213 -0.341416 -1.3001 1.3268 -0.0492
C 1.220967 3.035028 -0.842266 -0.7594 0.8469 -1.9942
C 0.015273 -0.855306 3.551200 0.1405 1.1241 0.7275
C -0.568620 -1.570390 -1.196099 0.6466 2.5130 3.3399
C 1.852023 -0.802698 2.000406 0.6537 0.5103 -0.6224
C 2.576778 4.214060 -2.491577 -0.0577 1.3162 -0.8499
C 0.462614 0.652779 -1.105356 3.3322 1.3802 -0.6070
C 1.270328 4.136434 0.049394 1.9534 -0.8109 -3.6114
C -0.447611 -0.369500 0.976950 -1.8214 2.4418 3.9306
C -1.594994 -2.607839 -0.703338 0.3124 2.8163 -1.1323
C 0.384189 -1.068472 2.097641 -0.8429 -0.4968 0.2052
C -3.718342 -4.375457 -0.622293 1.0777 -1.6753 -0.2369
C 1.688722 3.204749 -2.191889 1.1331 -0.8848 0.3297
C -1.388263 -3.914009 -1.081345 -0.8822 -0.8512 1.0391
C -2.880929 -2.122136 -0.365716 -0.2692 -1.3733 -1.2630
H 2.087712 0.278042 2.239825 -0.0412 -1.2625 -0.4471
H -4.963487 -2.551315 -0.296332 1.4022 -1.3023 0.2951
H 3.408177 6.075714 -1.769131 0.1249 0.3344 -0.3912
H 0.059139 1.889047 0.388079 -0.4144 0.3686 0.4037
H 2.233978 5.986166 0.365241 -0.2842 -0.4868 -1.1944
H 3.143298 4.321785 -3.428336 -0.6100 -0.6881 0.1847
H 2.393456 -1.483677 2.650570 0.0299 0.2482 0.4719
H -3.252873 -1.123524 -0.533957 0.9059 0.5765 0.7031
H -1.037570 -0.861356 3.716600 -0.8591 -0.1552 0.1912
H 2.159382 -1.128483 1.021755 0.6119 0.5469 -0.7040
H 1.631897 2.511947 -3.030470 -0.6206 -0.5208 0.9757
H -2.276121 -5.846863 -1.384266 -0.1539 -0.3801 0.2293
H 0.209759 -2.142880 2.021370 0.0973 -0.2348 -0.8395
H -0.358248 -4.104043 -1.301632 0.2329 -0.8258 -0.5973
H -4.466511 -5.159982 -0.566289 -0.4229 0.5030 -0.1046
H 0.398326 0.083599 4.013559 -0.2071 -0.3486 -0.6546
H 0.492916 -1.649492 4.135141 -0.2291 -0.0111 -0.1264
H -0.206988 -1.635481 -2.223207 -0.2767 0.1811 0.2095
H 0.904343 4.083768 1.020840 -0.6422 0.0082 1.5043

=====

14
Properties=species:S:1:pos:R:3:forces:R:3 method="wB97M-V/def2-TZVPD" e_lumo_ev=0.753 homo_energy_ev=-9.51 spin_multiplicity=1 e_above_lowest_kcal_mol=57.2
O 0.001537 2.075831 -1.771010 0.1264 -0.3517 0.4269
N 0.021036 -0.358461 2.378079 -0.2637 0.3103 -0.2644
C -0.009504 0.165957 -0.044651 -0.5971 0.0668 0.0338
C 0.412744 0.327967 1.390210 0.2924 -0.2967 -0.2949
C -1.314981 -0.630539 -0.334194 0.4135 0.2801 0.1007
C 1.323579 0.075152 -0.926732 0.1641 -0.0058 -0.0997
C 0.373054 1.161131 -1.093012 -0.2725 0.0442 -0.0511
H -1.396287 -0.934166 -1.381054 0.2136 0.0894 0.0757
H 2.245343 0.344259 -0.389633 -0.5006 -0.2854 -0.0404
H -0.751606 -0.962801 2.084829 0.0669 0.0181 0.2140
H 1.279708 0.988429 1.522613 -0.2919 0.0408 0.1522
H 1.460794 -0.702435 -1.666359 -0.1167 0.0205 -0.1390
H -1.409519 -1.538722 0.272376 0.2444 0.1098 -0.1173
H -2.208481 -0.017318 -0.123322 0.5212 -0.0404 0.0036

=====

152
Properties=species:S:1:pos:R:3:forces:R:3 method="wB97M-V/def2-TZVPD" smiles="COP(=O)(OC)OC.COP(=O)(OC)OC.COP(=O)(OC)OC.COP(=O)(OC)OC.COP(=O)(OC)OC.COP(=O)(OC)OC.COP(=O)(OC)OC.O=S1(=O)OCCO1.O=S1(=O)OCCO1.O=S1(=O)OCCO1" e_lumo_ev=0.041 homo_energy_ev=-9.95 spin_multiplicity=1 e_above_lowest_kcal_mol=67.6
S -0.661712 2.934141 -5.501705 0.7538 -1.2690 -0.0817
S 2.748988 -4.173596 4.062234 1.4852 0.6142 0.5156
S -0.523439 0.617058 6.156111 -0.3764 1.1450 0.9973
P -2.872675 4.975900 -0.082686 -0.7195 -0.0101 -0.0199
P -0.584488 -7.133514 0.174972 0.3385 0.9907 0.6331
P 0.458724 -0.978575 0.309015 -1.1506 -1.5676 -1.6269
P -4.512692 -2.206126 2.101869 0.0899 0.3314 -0.2084
P -4.317793 -1.407896 -5.202476 -0.2902 0.5725 -1.0620
P 4.626724 2.791449 3.469874 0.5883 -0.2912 -1.0793
P 4.952520 3.716213 -4.327852 -1.3111 1.4250 -0.5545
O 3.773763 3.837821 -5.490433 1.9627 -0.8642 1.2683
O -0.671797 -1.154889 1.429055 0.3949 0.6671 -0.6170
O -0.122508 2.491915 -4.242275 -0.7672 1.1558 -0.6002
O -1.641245 4.232000 -5.389741 1.0169 -1.5574 0.1927
O 3.505973 -2.929089 3.917849 -1.7403 -1.6271 0.6521
O -3.596066 3.549173 0.019534 0.7484 0.4945 0.4836
O -3.458510 -0.206734 -4.583825 -0.3212 -0.4895 -0.5896
O -5.504530 -3.226833 1.378903 0.3640 0.6398 0.3280
O -1.311794 -0.568007 6.097564 0.8328 0.5686 0.0286
O -3.431632 -1.916041 -6.453184 -0.6304 -0.1918 1.1178
O -0.725986 1.359493 7.592546 -0.3056 -0.8338 -1.1678
O -0.905510 -8.061200 -1.079129 0.5041 -0.1400 1.0372
O 4.249005 3.998629 4.182718 -0.6617 0.0699 0.5778
O -1.711405 -6.644299 1.008134 0.5151 -0.7949 -0.6478
O -2.610499 5.399002 1.434935 0.3081 -0.2689 -1.2985
O -3.665708 5.956448 -0.821465 0.2938 0.1809 -0.2812
O 4.049205 3.978492 -3.037395 0.3202 -0.6257 0.1223
O -5.538723 -0.667734 -5.959637 1.6473 -0.4667 0.4550
O 0.271817 -5.955741 -0.461299 0.1821 -0.4669 -0.0103
O -4.773054 -2.402318 -4.242385 0.3159 -0.4377 0.0750
O 3.640224 1.514680 3.508055 0.8333 0.9110 0.3495
O 0.539863 -7.949376 0.972052 -0.6552 0.0689 -0.1080
O 0.540600 3.646873 -6.315666 -0.6562 -0.1906 0.2273
O -0.642083 1.653075 5.176213 0.3586 -0.8735 0.0199
O -5.149542 -0.996009 2.636050 -0.0452 -0.4977 0.4889
O 2.621120 -5.002607 2.912263 -0.2719 0.2918 0.8731
O -1.448937 4.610608 -0.741351 -1.0852 0.3268 0.8112
O 3.429484 -5.008539 5.304678 -0.9662 0.2170 -1.0271
O 1.331650 -4.029764 4.817864 0.9200 0.7389 -1.8110
O 1.771870 -1.616269 0.965132 -0.6018 0.6332 -1.3135
O -3.743476 -3.122929 3.165188 -0.5386 0.6217 -0.0384
O 1.033119 0.250231 6.437995 -0.7563 -0.1479 -0.5881
O 6.064597 2.260002 3.956856 -0.7801 -0.4916 -0.5194
O 6.013348 4.711736 -4.484568 -0.0115 -0.5422 0.0078
O 0.035418 -1.698179 -0.917300 0.3304 0.6342 0.9869
O 5.413099 2.203754 -4.237772 -0.9321 -0.5828 -0.4930
O -1.204111 1.892991 -6.325885 -0.2478 1.2804 0.3118
O -3.435374 -1.840549 0.998313 -0.4107 -0.6872 0.5870
O 4.787328 3.018825 1.891831 0.2742 -0.7431 0.2429
O 0.687923 0.576912 0.041746 0.3113 -0.6337 2.0098
C -3.539178 5.106194 2.473108 0.0038 -0.4999 0.8966
C 2.848824 3.190346 -2.842784 0.3809 -0.8020 -1.0325
C -2.764407 -0.889461 -7.174541 0.0766 0.6008 -0.9576
C 0.523236 1.831319 8.080389 -0.8032 0.8949 1.3466
C -0.445777 5.568913 -1.014574 2.0138 -0.3011 -0.4818
C 0.445901 -4.740688 0.284467 -0.9113 0.8049 0.7089
C 3.867114 3.092473 -6.705614 -0.7885 0.0242 -0.2755
C -6.661353 -3.690553 2.136472 1.0018 -0.5774 -1.3229
C 0.154449 -8.824359 2.037083 -0.3546 -0.2032 0.3026
C -3.090935 -4.308930 2.747905 1.8581 -0.7334 -0.8808
C 3.865255 0.474747 4.456865 0.4409 -0.9903 0.4029
C 6.490488 1.661739 -5.021342 1.2539 1.5791 -0.2257
C 4.030756 3.977875 1.171475 -0.6335 0.7922 -0.4117
C -3.735495 2.732597 -1.136583 0.1916 -0.1711 -0.4143
C 7.109738 1.959258 3.048077 1.4866 0.5438 -0.9279
C -1.855487 -7.629367 -2.034883 -0.0283 0.7566 -0.8691
C 1.426715 -4.062023 6.249066 -1.1204 -0.1695 -0.8393
C 1.612531 1.320010 7.181299 1.1585 -0.1118 0.5721
C -1.091536 5.379083 -6.031780 -0.1673 0.3453 -0.7564
C 2.862658 -4.519223 6.520947 0.7303 0.1389 1.0157
C 2.878144 -0.848815 1.438279 -0.8243 1.1990 0.3599
C -2.353881 -0.506691 -3.712245 -0.6642 0.3294 1.0847
C -3.644271 -0.783255 0.049738 0.5399 -0.5441 0.0266
C 0.265609 4.980848 -6.683910 -0.4115 1.2527 0.3224
C -6.681617 -0.238108 -5.239115 -0.7411 0.6684 -0.7110
C -0.197795 1.421239 -0.699207 0.9813 -0.2884 -1.4162
C -0.698087 -0.321272 2.565449 -0.5514 0.9142 1.2440
H -2.003953 -4.171517 2.766805 -0.0595 0.5208 -0.0923
H 6.877819 1.409913 2.134805 -0.7999 -0.0014 0.2082
H 4.724071 0.624293 5.113145 -0.0321 0.4966 -0.0914
H -0.244223 -0.819447 3.423549 0.3109 0.0568 -0.1380
H 0.494740 5.092210 -0.718380 -0.0590 0.1117 0.4147
H -4.627838 -0.320749 0.100126 -0.1230 -0.2775 0.0784
H 0.393984 -8.430652 3.025555 0.4074 0.3790 -0.2259
H 3.122084 4.231277 1.715451 0.1319 0.2835 0.1005
H -3.862763 5.988595 3.026073 0.3296 0.3005 -0.3861
H 4.098138 -0.447322 3.922431 -0.2216 0.0726 -0.0316
H -6.756509 -3.203144 3.102342 -0.2134 0.1381 -0.1244
H 4.046357 2.018523 -6.605298 -0.1747 0.0428 0.5928
H 0.019404 2.449313 -0.421946 -0.0445 -0.0584 0.0679
H -2.748603 -1.106230 -8.245355 -0.3457 -0.3951 0.1229
H -7.464596 -3.540326 1.418599 -0.4549 0.0872 0.6303
H 2.916320 -5.297755 7.280278 -0.1196 -0.2383 -0.2768
H -2.501163 0.229361 -2.920956 0.6144 0.0620 0.0563
H 1.097321 5.614071 -6.377871 -0.0158 -0.1235 0.2720
H -2.058013 -6.564146 -1.895098 -0.4494 -0.1859 0.0654
H -2.892983 -0.019683 0.255265 -0.0012 -0.0339 -0.0903
H 0.145126 1.202842 -1.713556 -0.5481 0.6677 -0.3029
H -2.459947 -1.472751 -3.217915 0.0243 -0.1715 -0.3442
H 3.084091 2.124149 -2.883511 0.1909 -0.0158 -0.0163
H 0.548477 1.471268 9.111596 0.4453 -0.2307 -0.1594
H 2.852804 3.250076 -7.068244 0.2726 -0.3701 -0.7466
H 6.596552 2.073820 -6.029646 -0.7539 0.1602 -0.0282
H -6.790140 0.830208 -5.446492 0.0804 0.0095 0.3492
H 2.220972 3.392109 -3.705981 -0.5188 0.0861 0.3976
H -6.463157 -4.759761 2.226490 -0.4080 0.0109 0.4080
H -1.411586 -7.700304 -3.031573 0.0933 -0.2184 0.1595
H -2.811813 2.176279 -1.287050 -0.0302 0.0364 -0.1316
H 4.620257 4.862581 0.929180 0.1223 0.0829 0.6146
H 7.943957 1.409101 3.484561 -0.5070 -0.1085 0.7818
H -1.708576 -0.058004 2.893057 -0.3514 -0.7837 -0.4086
H -0.463088 6.548836 -0.541943 -0.7580 -0.1616 0.2771
H 7.566919 2.897982 2.725775 -0.1560 0.0593 -0.0855
H 2.404179 0.916180 7.813725 0.0031 -0.3178 -0.2545
H -1.750682 5.641891 -6.859417 -0.2478 -0.0024 0.2292
H 2.800622 0.179494 1.069293 -0.1264 -0.0222 0.2781
H -0.245752 5.710592 -2.079726 -0.8800 0.0069 -0.1623
H 6.485743 0.585015 -5.143298 -0.4018 -0.0609 0.7156
H -3.322471 0.037535 -7.049868 0.4658 0.2044 -0.0576
H -3.171996 -5.193581 3.380584 -1.0605 0.3689 0.3414
H 0.592598 -4.741646 6.445989 0.6561 -0.4589 0.7148
H 1.427162 -4.281908 0.207269 0.1870 -0.5172 -0.5825
H 2.995834 0.303958 5.087079 -0.1948 0.1652 -0.2925
H 3.710281 3.656169 0.177470 0.2380 -0.8986 0.2343
H -0.317460 0.694820 2.424645 0.7644 -0.3245 -0.2974
H -4.538265 2.016256 -0.976595 -0.0877 0.1918 0.1541
H -3.936110 3.325821 -2.029914 -0.0956 0.0439 0.0663
H -2.967222 4.475665 3.157040 -0.4675 -0.1293 0.1187
H -0.924245 -8.977888 2.081129 -0.0127 -0.1392 -0.3496
H 3.544625 -3.740011 6.867320 -0.4433 0.3851 0.0274
H -1.378832 -0.402646 -4.180759 -0.1570 0.0673 -0.2637
H -7.542730 -0.704362 -5.722356 -0.0031 -0.2111 0.3684
H 7.377588 2.078423 -4.542919 0.3237 -0.7877 0.1112
H 1.062319 -3.106573 6.631103 0.8135 0.1814 0.1419
H 3.845897 -1.175768 1.059692 -0.2198 -0.7782 0.4170
H 2.092203 2.082329 6.566530 -0.4743 -0.0437 -0.3984
H 0.258342 -4.852559 1.354016 0.0473 -0.4939 -0.0101
H 0.123986 5.149764 -7.750945 0.3182 -0.7489 -0.1619
H -3.444348 -1.289328 -0.893886 -0.1873 0.5530 -0.2663
H 0.679250 -9.766478 1.903963 -0.0661 -0.0482 -0.0800
H 2.667952 -0.880391 2.509364 1.2519 0.2268 -0.0717
H -3.297172 -4.589975 1.715810 -0.3607 -0.0022 0.0967
H -2.751712 -8.248488 -2.016413 0.0130 0.1630 0.2858
H 2.372051 3.327750 -1.877120 0.1977 0.7574 -0.0319
H 4.625334 3.432588 -7.414250 -0.0668 0.5480 0.2065
H -1.270008 1.245167 -0.667065 0.1545 -0.5077 0.6566
H -1.099042 6.210886 -5.330435 0.4006 -0.1672 0.1427
H -6.670409 -0.426168 -4.167581 0.2019 -0.1956 -0.0785
H 0.519132 2.920411 8.164709 -0.0867 -0.0263 -0.3735
H -4.443119 4.603642 2.131839 0.2104 -0.1426 -0.1790
H -1.712346 -0.788635 -6.904823 -0.2022 0.0654 0.5109
H -0.304292 -4.027468 -0.051025 0.1425 0.0664 -0.2417

=====

14
Properties=species:S:1:pos:R:3:forces:R:3 method="wB97M-V/def2-TZVPD" e_lumo_ev="-6.850 / -6.720" homo_energy_ev="-12.98 / -13.24" total_charge=+1 spin_multiplicity=1
Tl -0.125414 0.000000 -4.986629 -0.0054 -0.0172 -1.1668
Se -0.125414 0.000000 -2.367629 0.5179 0.0180 2.2888
C -0.202714 1.209500 0.252671 -0.0782 0.4226 0.5710
C -0.125414 0.000000 2.350871 -0.0071 0.0001 -0.4951
C -0.125414 0.000000 -0.448429 -0.2416 -0.0039 -0.4728
C -0.048114 -1.209500 0.252671 -0.0374 -0.4323 0.5659
C -0.048114 -1.208800 1.651571 0.0355 0.3073 -0.6126
C -0.202714 1.208800 1.651571 0.0698 -0.2996 -0.6122
H 0.011886 -2.147600 -0.284029 -0.0258 0.0409 0.0067
H 1.630386 0.000000 -5.607729 -0.2118 0.0083 0.1273
H -0.125414 0.000000 3.433171 -0.0142 -0.0010 -0.0315
H -0.262514 2.144100 2.192971 0.0084 -0.0166 -0.0876
H 0.011686 -2.144100 2.192971 0.0073 0.0175 -0.0879
H -0.262714 2.147600 -0.284029 -0.0174 -0.0442 0.0069